75
Properties=species:S:1:pos:R:3:forces:R:3 method="wB97M-V/def2-TZVPD" total_charge=0 orbital_gap_ev=5.5 multiplicity=1 lumo_energy_ev=-1.230 fmax_ev_per_a=4.26
C -0.11507 1.11973 5.03139 -0.37 0.36 -0.49
N -1.20776 0.16704 4.80409 0.72 0.26 -0.19
C -2.32954 0.84935 4.15882 -0.05 -0.70 0.47
O -3.49198 0.10216 4.34004 -0.98 0.44 0.06
S -4.80705 1.40468 4.59784 0.55 1.97 3.04
O -4.70216 2.39470 3.54050 0.88 0.02 -0.24
O -6.21648 0.77934 4.47132 0.44 -1.68 0.28
H 0.85168 0.62540 4.96076 0.04 -0.10 0.39
H -0.24655 1.63828 5.98020 0.17 -0.15 0.17
H -0.10636 1.90818 4.26157 0.08 0.02 -0.05
H -0.82500 -0.51378 4.15888 -0.35 -0.27 0.04
H -2.41884 1.82894 4.64474 0.05 0.13 -0.14
H -2.13294 0.97490 3.08148 -0.06 0.30 -0.03
H -6.73567 1.62267 4.91520 -0.06 1.81 0.20
Br -5.01112 0.49110 2.09304 -0.24 -1.50 -3.98
C -4.75280 -1.05034 0.90329 -0.08 0.46 0.32
C -5.39460 -0.83809 -0.44316 0.08 -0.22 -0.14
Br -7.32123 -1.09521 -0.38944 -0.02 0.05 0.01
H -5.12493 -1.94191 1.40052 0.00 -0.03 -0.03
H -3.66991 -1.11740 0.79860 -0.01 -0.17 -0.11
H -5.03898 -1.56336 -1.17565 0.01 0.00 0.01
H -5.22788 0.16755 -0.81818 -0.01 0.02 0.03
C -0.76344 -2.17015 -4.83956 0.06 0.10 0.01
C 0.22883 -2.33856 -3.69363 0.02 -0.10 -0.06
C -0.31747 -3.15248 -2.52023 -0.01 0.04 0.06
C -1.53775 -2.54288 -1.82510 -0.01 0.00 -0.06
C -1.31932 -1.13050 -1.29038 -0.03 -0.04 0.15
C -0.24025 -1.04482 -0.21587 0.06 0.15 -0.13
H -1.65536 -1.62698 -4.52487 -0.02 -0.03 0.00
H -0.31741 -1.61425 -5.66604 -0.01 -0.01 -0.02
H -1.07666 -3.14159 -5.22473 -0.04 0.00 0.02
H 0.55527 -1.35004 -3.34743 -0.01 -0.01 0.02
H 1.12396 -2.84141 -4.07330 0.02 0.02 0.01
H 0.48336 -3.30096 -1.78941 -0.01 -0.01 0.01
H -0.58367 -4.15146 -2.87630 0.02 0.00 -0.03
H -1.83065 -3.19765 -0.99971 0.00 0.02 0.02
H -2.38823 -2.53301 -2.51123 0.01 -0.01 -0.02
H -2.25034 -0.76390 -0.85458 -0.04 0.01 -0.10
H -1.08265 -0.45214 -2.11768 -0.02 0.02 0.01
H -0.47272 -1.68690 0.63455 -0.01 -0.02 -0.01
H -0.15826 -0.01958 0.15228 0.03 -0.03 0.09
H 0.73855 -1.34526 -0.60511 0.01 -0.05 0.06
C -0.76848 -2.04365 7.78063 -0.08 0.08 -0.06
Cl -0.67853 -3.18819 9.13091 0.03 -0.02 0.02
Cl -2.27504 -1.15849 7.84724 -0.04 0.01 0.01
Cl 0.59737 -0.91842 7.88713 0.02 -0.01 0.02
Cl -0.66342 -2.94004 6.25946 0.03 -0.07 -0.01
F -6.68432 2.95030 5.22567 -0.63 -1.05 0.34
C 1.23153 1.67320 -3.71786 0.09 -0.03 0.05
C 1.35941 1.39982 -2.22056 -0.16 0.04 -0.31
C 2.61556 1.88545 -1.52668 -0.24 -0.09 0.14
N 3.90254 1.20174 -1.93617 0.22 0.04 0.10
C 3.71144 -0.26652 -2.11888 -0.04 0.02 -0.04
C 4.49883 1.82216 -3.19609 0.00 0.17 -0.05
C 5.68599 2.64258 -2.72442 0.06 -0.06 0.08
C 6.22263 1.80714 -1.56606 -0.04 0.02 -0.08
C 4.94651 1.42545 -0.84083 0.16 0.02 -0.02
H 1.98054 1.14558 -4.31230 -0.02 -0.01 -0.02
H 0.25670 1.33618 -4.06712 -0.01 0.01 0.00
H 1.30972 2.74010 -3.93668 0.02 0.00 -0.02
H 1.21706 0.33838 -2.02114 -0.05 0.01 0.05
H 0.52885 1.89936 -1.71712 0.05 0.00 0.11
H 2.51173 1.70297 -0.45674 0.02 -0.02 0.00
H 2.77282 2.95547 -1.67068 0.08 -0.01 -0.01
H 3.09448 -0.44869 -2.99437 -0.02 -0.02 0.01
H 3.23536 -0.67460 -1.23015 -0.02 -0.01 -0.01
H 4.69041 -0.71866 -2.26033 0.01 -0.01 0.01
H 4.81314 1.00934 -3.84742 -0.03 -0.02 0.00
H 3.73730 2.41170 -3.69436 -0.06 -0.09 -0.03
H 5.35736 3.62154 -2.37027 0.02 0.01 0.01
H 6.41357 2.80107 -3.51692 -0.04 -0.02 -0.05
H 6.90736 2.35518 -0.92336 -0.03 -0.02 0.06
H 6.74271 0.92007 -1.93287 0.01 0.01 -0.03
H 4.59788 2.24306 -0.21440 -0.03 0.01 -0.02
H 5.02037 0.51999 -0.24478 -0.08 0.02 0.06